[1]
3 unconnected molecules or ions with the total composition CCl2F2O at a distorted geometry. Source: the OMol25 dataset; level of theory: ωB97M-V/def2-TZVPD.

```
6
CCl2F2O (ωB97M-V/def2-TZVPD)
C 0.074 0.257 0.283
O -0.415 -0.672 0.770
F 0.712 1.259 0.819
F -0.009 0.619 -0.978
Cl 2.620 -0.871 -0.331
Cl -2.983 -0.592 -0.562
```

- Kohn-Sham gap (alpha / beta) (eV) = 13.00 / 7.20
- multiplicity = 3
- lowest unoccupied orbital energy (alpha / beta) (Eh) = 0.02922 / -0.16587
- HOMO level (alpha / beta) (eV) = -12.200 / -11.717
- energy above the lowest of the compared OMol25 structures with the same formula, charge and spin (kcal/mol) = 0.0
- ⟨S²⟩ = 2.005

[2]
A gas-phase ion, C8H14NOS (charge +1) at a distorted geometry. Source: the OMol25 dataset; level of theory: ωB97M-V/def2-TZVPD.

```
25
C8H14NOS (ωB97M-V/def2-TZVPD)
C 3.495 0.244 0.185
C 2.461 0.234 -0.650
C 0.991 -0.872 -0.483
S 0.747 -1.912 -1.970
C 0.562 -1.187 0.857
C -0.249 -0.177 0.005
N -1.537 -0.859 -0.375
C -2.328 -0.864 0.854
C -0.118 1.277 0.404
C -1.194 2.221 -0.132
O 0.848 1.562 1.064
H 4.105 1.007 0.047
H 3.618 -0.435 0.976
H 2.399 0.799 -1.579
H 0.155 -0.907 -2.675
H 0.080 -2.074 1.294
H 1.020 -0.677 1.626
H -1.930 -0.498 -1.273
H -1.224 -1.816 -0.701
H -1.872 -1.609 1.453
H -2.153 0.167 1.206
H -3.414 -0.946 0.550
H -1.590 1.781 -0.960
H -0.897 3.239 -0.282
H -1.977 2.300 0.559
```

- SMILES string = C=C[C@@]1(S)C[C@@]1([NH2+]C)C(C)=O
- Kohn-Sham gap (eV) = 9.59
- charge = +1
- lowest unoccupied orbital energy (Eh) = -0.12217
- HOMO level (eV) = -12.912
- energy above the lowest of the compared OMol25 structures with the same formula, charge and spin (kcal/mol) = 68.1

[3]
2 unconnected molecules or ions with the total composition HN2O3 at a distorted geometry. Source: the OMol25 dataset; level of theory: ωB97M-V/def2-TZVPD.

```
6
HN2O3 (ωB97M-V/def2-TZVPD)
N -0.157 1.606 0.824
N 0.439 -1.217 0.109
O 0.522 1.857 1.705
O 0.057 -1.225 -0.908
O -0.620 -1.599 -1.954
H -0.240 0.578 0.224
```

- Kohn-Sham gap (alpha / beta) (eV) = 5.64 / 5.63
- charge = +1
- lowest unoccupied orbital energy (alpha / beta) (Eh) = -0.33599 / -0.33608
- HOMO level (alpha / beta) (eV) = -14.782 / -14.779
- energy above the lowest of the compared OMol25 structures with the same formula, charge and spin (kcal/mol) = 182.3

[4]
A molecular structure, HN2O3P at a distorted geometry. Source: the OMol25 dataset; level of theory: ωB97M-V/def2-TZVPD.

```
7
HN2O3P (ωB97M-V/def2-TZVPD)
N -2.125 -0.258 -0.132
N 1.708 -0.049 0.122
O 1.787 1.149 0.057
O -2.969 -1.064 0.220
O 2.489 -0.946 0.123
P -0.582 -0.137 -0.032
H -0.309 1.303 -0.357
```

- Kohn-Sham gap (alpha / beta) (eV) = 8.43 / 7.53
- lowest unoccupied orbital energy (alpha / beta) (Eh) = -0.04620 / -0.07529
- HOMO level (alpha / beta) (eV) = -9.687 / -9.574
- energy above the lowest of the compared OMol25 structures with the same formula, charge and spin (kcal/mol) = 53.8

[5]
13 unconnected molecules or ions with the total composition C46H57N13O4 at a distorted geometry. Source: the OMol25 dataset; level of theory: ωB97M-V/def2-TZVPD.

```
120
C46H57N13O4 (ωB97M-V/def2-TZVPD)
C -3.229 0.536 -1.237
C -2.141 -0.494 -1.475
O -1.392 -0.613 -0.256
C -0.660 -1.764 -0.136
C -1.255 -2.995 0.181
C -2.757 -3.048 0.362
C -3.216 -4.344 1.017
C -4.067 -4.204 2.233
O -2.619 -4.663 2.217
C -0.427 -4.099 0.316
C 0.951 -4.026 0.185
C 1.531 -2.804 -0.093
C 0.718 -1.687 -0.273
C 1.399 -0.399 -0.619
O 0.964 0.376 -1.444
C 2.686 -0.198 0.099
C 3.042 1.077 0.566
N 2.141 2.105 0.395
C 2.372 3.353 0.534
C 3.511 4.078 -0.131
C 1.401 4.161 1.334
C 4.269 1.199 1.228
C 5.091 0.098 1.377
C 4.726 -1.159 0.921
C 3.503 -1.306 0.290
C 3.009 -2.631 -0.196
O 3.746 -3.493 -0.615
H -3.441 0.550 -0.168
H -2.885 1.541 -1.483
H -4.147 0.292 -1.765
H -1.488 -0.127 -2.270
H -2.542 -1.468 -1.745
H -3.063 -2.246 1.031
H -3.271 -2.986 -0.596
H -3.478 -5.167 0.358
H -3.953 -3.366 2.904
H -4.582 -5.098 2.554
H -0.853 -5.066 0.547
H 1.562 -4.911 0.297
H 3.112 4.836 -0.804
H 4.163 4.542 0.610
H 4.094 3.356 -0.701
H 0.472 3.592 1.378
H 1.162 5.116 0.864
H 1.746 4.281 2.360
H 4.569 2.163 1.618
H 6.048 0.178 1.876
H 5.376 -2.011 1.062
C 4.527 -7.084 1.680
C 3.216 -7.060 1.044
N 2.186 -7.043 0.537
H 4.500 -7.728 2.556
H 5.268 -7.467 0.981
H 4.806 -6.075 1.981
C 0.628 3.323 -2.606
C 0.054 4.639 -2.346
N -0.405 5.671 -2.138
H 1.696 3.418 -2.792
H 0.477 2.681 -1.739
H 0.156 2.869 -3.474
C -1.826 0.212 2.850
C -3.187 0.298 2.338
N -4.256 0.386 1.927
H -1.791 -0.473 3.697
H -1.166 -0.154 2.065
H -1.482 1.192 3.172
C -0.208 0.770 6.541
C 0.247 1.479 5.351
N 0.607 2.039 4.416
H 0.467 0.973 7.369
H -1.209 1.102 6.810
H -0.226 -0.301 6.350
C 0.743 8.256 -3.929
C 1.408 8.897 -5.059
N 1.932 9.397 -5.948
H 1.174 8.611 -2.995
H -0.319 8.490 -3.941
H 0.864 7.178 -3.986
C -0.712 -2.434 -4.559
C -1.780 -3.316 -4.100
N -2.623 -3.996 -3.720
H -0.925 -2.090 -5.570
H -0.637 -1.574 -3.896
H 0.237 -2.968 -4.557
C 3.404 -10.210 -1.541
C 4.631 -10.465 -0.797
N 5.589 -10.662 -0.197
H 3.168 -11.054 -2.186
H 2.583 -10.048 -0.845
H 3.526 -9.319 -2.154
C -1.058 7.755 1.770
C -0.243 7.145 2.814
N 0.406 6.662 3.628
H -0.834 7.293 0.809
H -2.108 7.585 2.004
H -0.855 8.822 1.709
C -6.322 2.793 -3.061
C -5.639 1.780 -3.855
N -5.087 0.981 -4.466
H -6.123 3.781 -3.473
H -7.394 2.610 -3.073
H -5.965 2.755 -2.033
C -2.944 3.983 2.709
C -3.547 5.300 2.549
N -4.006 6.343 2.417
H -3.054 3.412 1.788
H -1.884 4.090 2.947
H -3.440 3.449 3.518
C 5.732 -0.298 5.483
C 6.517 -1.137 4.587
N 7.126 -1.790 3.866
H 5.720 -0.732 6.481
H 6.167 0.698 5.533
H 4.711 -0.222 5.112
C -5.726 -1.918 -6.322
C -4.861 -2.631 -7.256
N -4.174 -3.183 -7.990
H -5.672 -2.386 -5.341
H -5.402 -0.883 -6.234
H -6.755 -1.945 -6.675
```

- Kohn-Sham gap (eV) = 7.78
- lowest unoccupied orbital energy (Eh) = -0.01960
- HOMO level (eV) = -8.311

[6]
A molecular structure, C19H38NO2S2Si3Ta. Source: the OMol25 dataset; level of theory: ωB97M-V/def2-TZVPD.

```
66
C19H38NO2S2Si3Ta (ωB97M-V/def2-TZVPD)
Ta -0.240 -0.205 0.034
C -0.149 2.004 2.481
O -0.117 1.250 1.185
Si 0.011 2.523 -0.970
C -1.361 3.618 -0.472
C 1.669 3.272 -0.849
C -0.238 0.798 -1.710
Si 1.111 0.679 -3.287
C 2.840 0.419 -2.646
C 0.538 -0.671 -4.407
C 0.975 2.315 -4.163
Si -2.178 0.485 -2.172
C -2.486 -1.123 -3.012
C -2.924 0.454 -0.405
C -2.844 1.907 -3.146
H -1.090 2.546 2.493
H 0.711 2.666 2.454
H -0.092 1.270 3.277
H -1.003 4.273 0.328
H -2.307 3.157 -0.196
H -1.553 4.283 -1.326
H 1.710 3.880 0.060
H 1.750 3.984 -1.681
H 2.518 2.596 -0.900
H 3.183 -0.593 -2.868
H 3.012 0.611 -1.585
H 3.498 1.106 -3.186
H 0.358 -1.652 -3.962
H 1.363 -0.786 -5.120
H -0.335 -0.377 -4.989
H 1.653 3.084 -3.794
H -0.037 2.723 -4.217
H 1.271 2.135 -5.203
H -1.908 -1.960 -2.617
H -2.295 -1.061 -4.082
H -3.552 -1.346 -2.892
H -3.155 -0.538 -0.011
H -3.898 0.949 -0.502
H -2.474 1.063 0.403
H -2.169 2.225 -3.943
H -3.123 2.768 -2.545
H -3.759 1.562 -3.639
C -2.906 -3.872 -0.321
S -1.353 -3.507 0.462
C -1.784 -3.406 2.183
O -1.037 -1.984 0.040
H -3.099 -4.913 -0.037
H -2.754 -3.825 -1.398
H -3.697 -3.217 0.039
H -2.124 -4.413 2.449
H -2.587 -2.685 2.332
H -0.878 -3.186 2.744
S 4.028 -1.204 1.319
C 2.518 -0.519 1.269
N 1.665 -1.023 0.350
C 2.302 -2.048 -0.399
C 1.762 -2.795 -1.446
C 2.575 -3.737 -2.046
C 3.897 -3.951 -1.622
C 4.439 -3.217 -0.588
C 3.615 -2.265 0.015
H 2.246 0.275 1.948
H 0.757 -2.638 -1.819
H 2.189 -4.328 -2.867
H 4.501 -4.699 -2.117
H 5.460 -3.370 -0.264
```

- Kohn-Sham gap (eV) = 6.76
- charge = +4
- lowest unoccupied orbital energy (Eh) = -0.50132
- HOMO level (eV) = -20.399

| no. | electronic energy (eV) |
| --- | --- |
| 1 | -33560.906 |
| 2 | -22885.034 |
| 3 | -9117.154 |
| 4 | -18420.203 |
| 5 | -76182.355 |
| 6 | -72722.063 |